No. 1
The following is a quantum chemistry calculation of 3 unconnected molecules or ions with the total composition H6O3 at a distorted geometry, from the Open Molecules 2025 dataset.

Bonds (Å) are listed after each position.
Geometry (Å):
1 O 0.92 -0.10 -0.63  H2 0.941, H3 0.924
2 H 1.21 0.54 -1.25  O1 0.941
3 H 0.41 0.45 -0.09  O1 0.924
4 O -0.62 1.76 0.91  H5 0.970, H6 0.956
5 H -1.42 1.36 0.55  O4 0.970
6 H -0.60 2.63 0.53  O4 0.956
7 O 0.16 -2.54 -0.11  H8 0.935, H9 0.972
8 H -0.51 -2.42 0.54  O7 0.935
9 H 0.46 -1.68 -0.45  O7 0.972

Properties
HOMO: -10.4 eV
lowest unoccupied orbital energy: 0.26 eV
SMILES: O.O.O
ΔE to the lowest compared entry with this formula, charge and spin: 12.5 kcal/mol

***

No. 2
The following is a quantum chemistry calculation of 3 unconnected molecules or ions with the total composition H6O3 at a distorted geometry, from the Open Molecules 2025 dataset.

Bonds (Å) are listed after each position.
Geometry (Å):
1 O 0.04 -1.31 -1.30  H2 0.859, H3 0.947
2 H 0.81 -1.24 -1.68  O1 0.859
3 H -0.47 -1.15 -2.08  O1 0.947
4 O -0.53 1.11 -0.16  H5 0.964, H6 1.012
5 H -0.04 0.37 -0.54  O4 0.964
6 H -0.23 1.83 -0.80  O4 1.012
7 O 0.37 0.35 2.40  H8 1.009, H9 1.013
8 H 0.19 0.50 1.42  O7 1.009
9 H -0.13 -0.47 2.75  O7 1.013

Properties
HOMO: -10.4 eV
lowest unoccupied orbital energy: 0.31 eV
SMILES: O.O.O
ΔE to the lowest compared entry with this formula, charge and spin: 25.6 kcal/mol

***

No. 3
The following is a quantum chemistry calculation of 3 unconnected molecules or ions with the total composition H6O3 at a distorted geometry, from the Open Molecules 2025 dataset.

Bonds (Å) are listed after each position.
Geometry (Å):
1 O -2.25 1.97 0.08  H2 1.002, H3 0.948
2 H -2.29 1.66 -0.87  O1 1.002
3 H -3.10 2.35 0.26  O1 0.948
4 O 0.07 0.55 -0.03  H5 0.986, H6 1.056
5 H 0.22 0.08 0.82  O4 0.986
6 H -0.30 1.48 0.33  O4 1.056
7 O 2.89 -2.57 0.00  H8 1.052, H9 0.909
8 H 2.62 -3.46 -0.49  O7 1.052
9 H 2.14 -2.06 -0.10  O7 0.909

Properties
HOMO: -11.1 eV
lowest unoccupied orbital energy: 0.69 eV
SMILES: O.O.O
ΔE to the lowest compared entry with this formula, charge and spin: 23.5 kcal/mol

***

No. 4
The following is a quantum chemistry calculation of 3 unconnected molecules or ions with the total composition H6O3 at a distorted geometry, from the Open Molecules 2025 dataset.

Bonds (Å) are listed after each position.
Geometry (Å):
1 O -0.23 -2.05 -1.67  H2 0.982, H3 0.971
2 H -0.84 -1.54 -1.10  O1 0.982
3 H -0.08 -1.40 -2.38  O1 0.971
4 O -2.01 2.58 -1.80  H5 0.979, H6 0.978
5 H -2.61 3.31 -1.55  O4 0.979
6 H -1.18 2.73 -1.31  O4 0.978
7 O 2.04 -1.45 3.37  H8 0.966, H9 0.952
8 H 2.26 -0.61 3.80  O7 0.966
9 H 2.65 -1.56 2.64  O7 0.952

Properties
HOMO: -11.5 eV
lowest unoccupied orbital energy: 0.60 eV
SMILES: O.O.O
ΔE to the lowest compared entry with this formula, charge and spin: 15.7 kcal/mol

***

No. 5
The following is a quantum chemistry calculation of 2 unconnected molecules or ions with the total composition H6O3PSi at a distorted geometry, from the Open Molecules 2025 dataset.

Bonds (Å) are listed after each position.
Geometry (Å):
1 O -0.17 -0.53 -0.01  P5 1.760, H6 1.026
2 O -1.92 0.75 -1.15  P5 1.527, H7 0.956
3 O -2.16 0.42 1.17  P5 1.647, H8 0.946
4 Si 2.57 0.14 -0.05  H9 1.447, H10 1.584, H11 1.497
5 P -1.92 -0.45 -0.21  O1 1.760, O2 1.527, O3 1.647
6 H 0.11 -1.43 0.40  O1 1.026
7 H -2.42 0.72 -1.96  O2 0.956
8 H -2.26 0.05 2.03  O3 0.946
9 H 3.27 0.79 1.04  Si4 1.447
10 H 2.38 0.88 -1.43  Si4 1.584
11 H 2.54 -1.34 0.17  Si4 1.497

Properties
HOMO: -13.4 eV
lowest unoccupied orbital energy: -6.69 eV
ΔE to the lowest compared entry with this formula, charge and spin: 63.9 kcal/mol
total charge: +1

***

No. 6
The following is a quantum chemistry calculation of H6O5Si2 in the gas phase at a distorted geometry, from the Open Molecules 2025 dataset.

Bonds (Å) are listed after each position.
Geometry (Å):
1 O -0.28 0.40 -2.51  Si2 1.653, H8 1.030
2 Si -0.23 1.05 -1.00  O1 1.653, O3 1.659, Si4 2.654, H9 1.613
3 O 0.95 2.21 -0.91  Si2 1.659, H10 1.019
4 Si 0.21 -0.80 0.85  Si2 2.654, O5 1.632, O6 1.609, O7 1.634
5 O 0.22 0.12 2.20  Si4 1.632, H11 0.956
6 O 1.42 -1.81 0.55  Si4 1.609, H12 0.964
7 O -1.21 -1.61 0.78  Si4 1.634, H13 1.018
8 H 0.48 -0.18 -2.90  O1 1.030
9 H -1.76 1.54 -1.06  Si2 1.613
10 H 0.68 3.09 -0.48  O3 1.019
11 H 0.00 -0.16 3.09  O5 0.956
12 H 1.53 -2.55 1.16  O6 0.964
13 H -2.00 -1.28 0.23  O7 1.018

Properties
HOMO: -8.8 eV
lowest unoccupied orbital energy: 0.36 eV
SMILES: O[SiH](O)[Si](O)(O)O
ΔE to the lowest compared entry with this formula, charge and spin: 11.2 kcal/mol